Record 1
{
  "formula": "C3H12N2O2",
  "method": "ωB97M-V with the def2-TZVPD basis set",
  "max_force_ha_per_bohr": 0.039,
  "e_tot_ha": -381.4573,
  "smiles": "C/C(N)=C/N.O.O",
  "e_lumo_ev": 0.53,
  "molar_mass_da": 108.1,
  "e_above_lowest_ev": 1.568,
  "total_charge": 0,
  "e_homo_ev": -7.97,
  "homo_lumo_gap_ha": 0.312,
  "elements": ["C", "C", "C", "N", "N", "H", "H", "H", "H", "H", "H", "H", "H", "H", "H", "O", "H", "H", "O"],
  "coordinates": [[0.87460, -0.08381, 2.39336], [0.45840, 0.28410, 0.99551], [0.01166, 1.47552, 0.60700], [0.08094, 1.89375, -0.73285], [0.69737, -0.78916, 0.06319], [1.94418, -0.27962, 2.37652], [0.37786, -1.05604, 2.72042], [0.56945, 0.71931, 3.08658], [-0.40837, 2.07471, 1.40410], [-0.10750, 1.13895, -1.38868], [-0.51861, 2.61829, -1.10312], [1.22064, -0.44466, -0.74978], [1.36315, -1.37131, 0.57159], [0.78060, -0.44525, -3.05708], [-0.61508, -0.25630, -3.65790], [0.30772, -0.44191, -3.89249], [-1.79477, -1.28141, -0.24446], [-2.59180, -2.02537, 0.76123], [-2.65044, -1.72980, -0.15314]],
  "forces_ev_per_angstrom": [[-1.9, -0.7, 0.2], [0.0, -0.6, -0.2], [-0.1, -0.3, 0.5], [-0.6, -0.4, -1.1], [1.0, 0.6, 0.3], [0.2, 0.3, 0.3], [0.5, 1.1, -0.3], [0.5, -0.5, -0.1], [0.4, 0.7, -0.4], [0.3, -0.2, 0.3], [-0.1, 0.4, 0.9], [-0.2, -0.1, 0.2], [-0.2, -0.4, -0.6], [0.0, -0.1, 0.0], [0.3, -0.2, -0.1], [-0.4, 0.2, 0.0], [-0.1, -0.1, -0.2], [-0.3, -0.1, 0.0], [0.5, 0.2, 0.2]]
}

---

Record 2
{
  "formula": "C4H7NO2",
  "method": "ωB97M-V with the def2-TZVPD basis set",
  "max_force_ha_per_bohr": 0.015,
  "e_tot_ha": -361.8341,
  "smiles": "CC(=O)N(C)C=O",
  "e_lumo_ev": 0.77,
  "molar_mass_da": 101.1,
  "e_above_lowest_ev": 1.273,
  "total_charge": 0,
  "e_homo_ev": -9.94,
  "homo_lumo_gap_ha": 0.393,
  "elements": ["C", "N", "C", "O", "C", "O", "C", "H", "H", "H", "H", "H", "H", "H"],
  "coordinates": [[0.93920, -1.55265, -0.38647], [-0.02927, -0.51696, -0.05368], [-1.38912, -0.72356, -0.34844], [-1.79579, -1.24513, -1.35400], [0.36318, 0.85708, -0.21343], [1.07759, 1.20959, -1.11908], [-0.08542, 1.76949, 0.89697], [0.38617, -2.46306, -0.62421], [1.59062, -1.26994, -1.21418], [1.54802, -1.72181, 0.51380], [-2.08881, -0.32701, 0.38995], [-0.74158, 2.54806, 0.50343], [0.80451, 2.24359, 1.33136], [-0.57929, 1.19231, 1.67798]],
  "forces_ev_per_angstrom": [[0.1, -0.1, -0.2], [0.0, 0.2, 0.1], [-0.2, 0.2, -0.7], [0.2, -0.5, 0.5], [0.6, -0.1, 0.1], [-0.2, -0.3, 0.5], [-0.2, 0.0, 0.0], [0.2, 0.1, -0.1], [-0.2, -0.1, 0.0], [-0.1, 0.0, -0.3], [-0.1, 0.4, 0.2], [0.1, 0.0, 0.1], [-0.2, -0.1, -0.2], [-0.1, 0.2, 0.0]]
}